Entry 1:
The following is a quantum chemistry calculation of C22H24Cl3GeN6O2PTi as an isolated structure, from OMol25.

```
60
Properties=species:S:1:pos:R:3:forces:R:3
Ti -0.040 -0.361 -0.560 0.32 0.28 0.12
C 1.694 0.143 7.256 0.02 -0.01 0.02
C 0.731 1.110 6.988 0.02 -0.01 -0.02
C 0.272 1.291 5.698 0.00 -0.06 -0.01
C 0.798 0.496 4.663 0.14 0.03 0.15
C 1.764 -0.490 4.945 -0.01 0.02 -0.02
C 2.211 -0.656 6.238 -0.02 0.03 0.01
P 0.252 0.679 3.012 -0.16 -0.11 -0.09
C -1.043 1.861 2.791 -0.13 0.09 0.01
C -2.289 1.614 3.383 0.06 0.03 -0.01
C -3.301 2.550 3.262 0.02 0.01 -0.03
C -3.080 3.722 2.547 -0.03 0.02 -0.01
C -1.848 3.965 1.949 0.00 -0.03 0.00
C -0.828 3.035 2.061 -0.02 -0.02 0.02
C 1.571 0.916 1.832 0.22 0.08 0.20
C 2.752 1.495 2.304 0.12 0.04 -0.02
C 3.796 1.784 1.433 -0.11 -0.05 0.01
C 3.667 1.492 0.084 -0.06 -0.04 0.00
C 2.499 0.896 -0.386 0.09 -0.01 -0.08
C 1.444 0.591 0.471 -0.31 -0.05 -0.02
H 2.049 0.011 8.269 0.00 -0.01 0.01
H 0.349 1.729 7.788 -0.01 0.01 0.00
H -0.462 2.056 5.488 -0.03 0.02 -0.03
H 2.161 -1.113 4.152 -0.01 0.01 -0.01
H 2.957 -1.405 6.464 0.01 -0.01 0.00
H -2.456 0.706 3.951 0.02 -0.03 0.02
H -4.257 2.379 3.738 -0.02 -0.01 0.01
H -3.867 4.460 2.471 -0.01 0.01 0.00
H -1.679 4.896 1.424 0.01 0.02 -0.01
H 0.144 3.235 1.627 0.02 0.01 -0.01
H 2.857 1.737 3.355 -0.02 -0.01 -0.01
H 4.703 2.236 1.812 0.01 0.01 0.00
H 4.475 1.707 -0.602 0.01 0.01 -0.01
H 2.448 0.648 -1.442 0.01 0.00 0.01
C -0.072 -0.493 -5.069 0.00 0.12 0.04
O -0.054 0.873 -4.540 -0.02 0.13 0.05
C -0.082 1.062 -3.267 -0.07 -0.18 -0.01
O -0.150 0.110 -2.435 0.03 -0.11 -0.24
N -0.045 2.327 -2.867 0.05 0.15 -0.07
N -0.065 2.596 -1.498 -0.03 -0.02 -0.01
H -0.104 -0.356 -6.143 0.01 -0.05 0.01
H -0.961 -1.002 -4.708 0.02 -0.04 -0.02
H 0.838 -0.999 -4.761 -0.02 -0.05 -0.02
H 0.019 3.057 -3.568 -0.02 0.01 0.06
H -0.912 3.102 -1.259 0.02 0.01 0.01
H 0.746 3.152 -1.249 -0.01 0.00 -0.01
N -6.435 0.181 -0.999 -0.01 -0.01 0.02
C -5.325 -0.110 -0.351 0.10 -0.03 0.04
N -5.329 -0.936 0.687 0.00 -0.01 0.03
N -4.199 0.480 -0.804 -0.20 0.21 -0.18
C -3.008 0.382 -0.464 0.14 -0.12 0.10
N -1.843 0.386 -0.250 -0.24 0.00 0.00
H -7.330 -0.207 -0.747 0.00 0.00 -0.01
H -6.388 0.810 -1.786 -0.02 0.00 0.00
H -6.175 -1.378 1.013 0.00 -0.01 -0.01
H -4.472 -1.162 1.163 -0.02 -0.01 0.00
Cl -0.687 -1.951 1.020 0.08 0.01 0.06
Ge 1.443 -3.561 0.688 -0.12 -0.17 -0.13
Cl 1.328 -2.068 -1.396 0.09 -0.26 -0.03
Cl 0.327 -5.155 -0.176 0.09 0.15 0.08
```
Forces are in eV/Å.

As for the spin multiplicity: 2. Its molecular weight is 662.28 g mol⁻¹. As for the total energy: -162705.6559 eV. As for the expectation value of S²: 0.764. Its net charge is +3. The value obtained for the gap between HOMO and LUMO (alpha / beta) is 6.310 / 6.711 eV.



Entry 2:
The following is a quantum chemistry calculation of C5H6O as an isolated structure, from OMol25.

```
12
Properties=species:S:1:pos:R:3:forces:R:3
C -1.537 1.667 1.401 0.23 -0.29 -0.26
C -0.971 0.914 0.651 0.06 0.46 0.51
C 0.155 0.186 0.090 0.21 0.12 0.10
C 0.501 -0.058 -1.384 -0.07 0.32 -0.26
O 1.022 -1.355 -1.050 0.01 -0.13 -0.17
C 0.353 -1.325 0.219 -0.10 -0.19 0.32
H -1.864 2.362 2.136 -0.44 -0.02 -0.13
H 1.007 0.683 0.554 0.19 -0.11 -0.07
H -0.351 -0.116 -2.071 0.03 -0.04 0.15
H 1.267 0.605 -1.798 -0.12 -0.13 -0.03
H 0.989 -1.648 1.047 -0.05 -0.08 -0.13
H -0.571 -1.915 0.205 0.04 0.11 -0.02
```
Forces are in eV/Å.

Its molecular weight is 82.10 g mol⁻¹. As for the total energy: -7326.1892 eV. Its net charge is 0. The value obtained for the gap between HOMO and LUMO is 10.779 eV.



Entry 3:
The following is a quantum chemistry calculation of one molecule with the formula CH3NSi at a distorted geometry, from OMol25.

```
6
Properties=species:S:1:pos:R:3:forces:R:3
C 0.667 -0.198 -1.049 2.42 5.29 -14.66
N 0.880 0.332 -2.362 -2.02 -5.75 13.71
Si -0.274 -0.054 0.495 0.39 -0.81 2.36
H -1.139 -1.194 0.970 -0.18 0.50 -1.01
H 0.640 -0.172 1.702 -0.03 0.55 -0.74
H -0.774 1.285 0.244 -0.58 0.22 0.35
```
Forces are in eV/Å.

The structure (SMILES) is N#C[SiH3]. Its molecular weight is 57.13 g mol⁻¹. As for the total energy: -10449.1638 eV. Its net charge is 0. The value obtained for the gap between HOMO and LUMO (alpha / beta) is 10.590 / 10.591 eV.



Entry 4:
The following is a quantum chemistry calculation of an isolated ion of composition C6H8NO6 and charge -1 at a distorted geometry, from OMol25.

```
21
Properties=species:S:1:pos:R:3:forces:R:3
C -0.551 -1.839 -0.334 0.02 -0.10 1.53
C 0.570 1.551 -1.262 -1.59 0.46 -0.02
C 0.510 -1.029 0.495 -1.37 -1.03 -3.19
C -0.194 -0.032 1.404 -0.37 1.66 1.87
C 0.534 1.397 1.305 -0.70 0.37 3.43
C 0.019 2.192 0.086 -0.15 0.58 0.33
N -1.053 -1.408 -1.472 -0.10 -2.37 0.31
O -0.317 1.022 -1.956 -0.48 0.35 -0.03
O -0.990 -2.905 0.094 0.34 -1.30 0.73
O 1.775 1.551 -1.486 1.41 0.50 0.62
O 1.932 1.238 1.293 0.83 0.75 -1.53
O -0.732 3.159 0.215 1.21 -1.62 -0.48
O -2.006 -2.252 -2.064 -0.29 3.02 -1.50
H 1.069 -1.834 0.935 0.07 -0.05 0.94
H 1.208 -0.666 -0.297 -0.49 0.67 0.91
H -1.272 0.304 1.152 1.42 -1.38 0.08
H -0.228 -0.451 2.532 0.22 1.18 -2.57
H 0.276 1.993 2.366 0.29 -1.21 -2.87
H 2.290 1.557 0.396 -0.80 -0.78 1.30
H -0.972 -0.481 -1.757 0.05 2.23 -1.39
H -1.867 -3.068 -1.644 0.48 -1.92 1.52
```
Forces are in eV/Å.

The structure (SMILES) is O=C(CC[C@@H](O)C(=O)C(=O)[O-])NO. Its molecular weight is 190.13 g mol⁻¹. As for the total energy: -20126.6751 eV. Its net charge is -1. The value obtained for the gap between HOMO and LUMO is 8.883 eV.



Entry 5:
The following is a quantum chemistry calculation of one molecule with the formula C4H7NO, from OMol25.

```
13
Properties=species:S:1:pos:R:3:forces:R:3
C -2.085 -0.106 0.185 -0.22 -0.01 0.12
N -1.032 0.731 0.106 -0.01 0.08 0.01
C -0.293 0.064 -0.829 0.20 -0.09 -0.10
C 1.079 -0.391 -0.535 -0.03 0.13 -0.27
C 1.822 0.075 0.644 0.14 0.28 0.09
O 1.268 -1.224 0.624 -0.05 -0.22 0.12
H -1.907 -1.123 0.506 -0.01 0.16 -0.07
H -3.110 0.256 0.078 0.16 -0.06 0.00
H -0.926 1.673 0.473 0.00 -0.24 -0.09
H -0.733 -0.127 -1.800 0.05 0.05 0.16
H 1.659 -0.725 -1.397 -0.11 0.06 0.14
H 2.911 0.130 0.608 -0.19 -0.02 -0.02
H 1.348 0.769 1.339 0.07 -0.12 -0.09
```
Forces are in eV/Å.

Its molecular weight is 85.11 g mol⁻¹. As for the total energy: -7794.4908 eV. Its net charge is 0. The value obtained for the gap between HOMO and LUMO (alpha / beta) is 8.306 / 8.305 eV.



Entry 6:
The following is a quantum chemistry calculation of a 2-piece molecular cluster, C3H10O overall, from OMol25.

```
14
Properties=species:S:1:pos:R:3:forces:R:3
C -1.754 -1.058 -0.732 0.13 0.00 -0.78
C -2.023 -0.432 0.624 -0.19 -0.35 0.29
H -1.676 -2.146 -0.679 -0.07 0.07 0.04
H -2.545 -0.807 -1.448 -0.06 -0.23 0.22
H -0.842 -0.713 -1.230 0.04 0.14 0.32
H -2.670 -1.085 1.206 0.09 -0.23 0.17
H -2.616 0.470 0.550 0.28 0.53 -0.11
H -1.116 -0.259 1.215 -0.20 0.09 -0.13
C 1.894 1.334 0.391 -0.54 -0.69 0.17
O 1.853 0.110 -0.349 -0.24 0.19 0.17
H 1.319 -0.504 0.167 0.13 -0.05 -0.18
H 2.680 1.280 1.137 0.40 0.38 -0.08
H 0.967 1.498 0.935 -0.27 -0.02 0.07
H 1.973 2.155 -0.303 0.49 0.20 -0.16
```
Forces are in eV/Å.

The structure (SMILES) is CC.CO. Its molecular weight is 62.11 g mol⁻¹. As for the total energy: -5319.9641 eV. Its net charge is 0. The value obtained for the gap between HOMO and LUMO is 11.420 eV.



Q: molecular weight of number 6 (C3H10O)?
A: 62.11 g mol⁻¹